{
  "formula": "C22H25FN4O2S",
  "method": "the ωB97M-V functional and the def2-TZVPD basis",
  "e_lumo_ev": 0.3577,
  "e_above_lowest_kj_mol": 0.0,
  "homo_ev": -8.032,
  "e_tot_ev": -46823.62414,
  "elements": ["C", "C", "N", "C", "C", "C", "C", "C", "C", "C", "C", "S", "O", "O", "F", "H", "H", "H", "H", "H", "H", "H", "H", "H", "H", "C", "C", "C", "N", "C", "H", "H", "H", "H", "H", "C", "C", "C", "N", "C", "H", "H", "H", "H", "H", "C", "C", "C", "N", "C", "H", "H", "H", "H", "H"],
  "xyz": [[4.200532, -2.045000, -0.280701], [3.112779, -1.661420, -0.596425], [1.836924, -1.217785, -0.911796], [0.941507, -1.785395, 0.182114], [-0.487848, -1.312464, 0.157924], [-0.922073, -0.106648, 0.673995], [-2.247663, 0.257879, 0.636600], [-3.182288, -0.601688, 0.093905], [-2.773641, -1.821501, -0.413568], [-3.781919, -2.777364, -1.014875], [-1.436547, -2.162859, -0.387551], [1.931314, 0.467661, -0.947605], [0.798727, 1.068002, -1.550708], [3.167292, 0.824983, -1.554324], [2.054453, 0.922153, 0.561855], [5.029202, -2.370960, 0.296969], [1.434692, -1.657080, 1.146096], [0.922496, -2.855212, -0.007070], [-0.231427, 0.590667, 1.131180], [-2.549818, 1.213127, 1.039068], [-4.223614, -0.310674, 0.057962], [-4.005456, -2.537249, -2.051390], [-4.683559, -2.699903, -0.407342], [-3.432430, -3.802444, -0.914766], [-1.162344, -3.127388, -0.799218], [2.129128, 3.720861, 4.518899], [1.113383, 4.381645, 3.776964], [1.143169, 3.875100, 2.505206], [2.137843, 2.937423, 2.447850], [2.740459, 2.835019, 3.672249], [2.380659, 3.877866, 5.554461], [0.439382, 5.141132, 4.136274], [0.545376, 4.101106, 1.638281], [2.386370, 2.409306, 1.634706], [3.550405, 2.144035, 3.834247], [-7.318414, -5.249290, -3.111752], [-6.453888, -5.894161, -4.037039], [-5.336422, -6.281663, -3.348749], [-5.489268, -5.893408, -2.044834], [-6.696859, -5.266998, -1.892570], [-8.285601, -4.822883, -3.318605], [-6.633496, -6.055028, -5.086736], [-4.448626, -6.797479, -3.672440], [-4.819428, -6.044757, -1.314493], [-7.007066, -4.889237, -0.933270], [6.088772, 6.060255, 0.240756], [5.330405, 5.406510, 1.249685], [4.638764, 4.392290, 0.644207], [4.945880, 4.409142, -0.689090], [5.831543, 5.419847, -0.942671], [6.747319, 6.902873, 0.369934], [5.296581, 5.652371, 2.297974], [3.957243, 3.665262, 1.043729], [4.576838, 3.775257, -1.374857], [6.200285, 5.596140, -1.938626]],
  "forces_ev_per_angstrom": [[-0.44, -0.11, 0.54], [0.02, -0.18, -0.52], [0.57, 0.70, 1.68], [-0.64, -0.19, -0.14], [0.12, -0.30, -0.21], [0.62, 0.53, 0.48], [-0.30, 0.05, 0.00], [0.01, 0.22, 0.01], [-0.53, -0.47, -0.54], [0.08, 0.30, 0.83], [-0.01, -0.09, -0.05], [0.89, 1.16, -3.17], [-0.75, -0.61, 1.24], [0.26, -0.43, 0.76], [-0.38, -0.73, -0.16], [0.36, -0.05, -0.34], [-0.04, 0.32, -0.01], [0.21, -0.03, -0.14], [0.09, -0.10, 0.01], [-0.02, 0.06, 0.04], [-0.08, -0.08, 0.01], [-0.06, -0.11, -0.06], [-0.26, -0.07, -0.30], [0.07, -0.07, -0.28], [0.21, 0.00, 0.02], [0.01, -0.02, 0.01], [-0.03, 0.00, -0.01], [0.00, -0.01, -0.07], [-0.13, 0.10, 0.30], [0.05, -0.02, -0.04], [0.00, 0.00, 0.00], [0.00, 0.00, 0.00], [0.01, 0.04, 0.00], [-0.04, 0.12, 0.17], [0.01, 0.02, 0.01], [-0.02, 0.01, 0.01], [0.00, -0.01, -0.02], [0.09, 0.00, 0.04], [-0.08, -0.01, -0.08], [0.06, 0.03, 0.08], [0.00, 0.00, 0.00], [0.00, 0.00, 0.00], [-0.01, 0.00, -0.02], [-0.02, -0.02, 0.01], [-0.02, 0.01, -0.01], [0.01, -0.01, -0.02], [0.02, 0.01, 0.03], [0.03, -0.02, -0.14], [0.04, 0.01, 0.02], [-0.03, 0.00, -0.04], [0.00, 0.00, 0.00], [-0.02, -0.01, 0.00], [0.05, 0.09, 0.03], [0.02, -0.03, 0.02], [0.00, 0.02, 0.01]],
  "nbo_charge": [-0.214, 0.108, -0.636, -0.233, -0.083, -0.195, -0.194, -0.188, -0.031, -0.624, -0.143, 2.496, -0.863, -0.900, -0.489, 0.249, 0.217, 0.229, 0.216, 0.220, 0.214, 0.233, 0.217, 0.204, 0.197, -0.304, -0.307, -0.067, -0.521, -0.080, 0.221, 0.221, 0.210, 0.414, 0.210, -0.304, -0.304, -0.078, -0.509, -0.079, 0.223, 0.223, 0.210, 0.409, 0.210, -0.311, -0.294, -0.079, -0.507, -0.078, 0.219, 0.222, 0.199, 0.416, 0.208]
}

---

{
  "formula": "C22H25FN6O2",
  "method": "the ωB97M-V functional and the def2-TZVPD basis",
  "e_lumo_ev": 0.4651,
  "e_above_lowest_kj_mol": 91.1,
  "homo_ev": -7.244,
  "e_tot_ev": -38971.02668,
  "elements": ["C", "C", "C", "C", "N", "N", "N", "N", "C", "C", "C", "C", "C", "C", "C", "O", "C", "O", "N", "C", "C", "N", "C", "C", "C", "C", "F", "C", "C", "C", "C", "H", "H", "H", "H", "H", "H", "H", "H", "H", "H", "H", "H", "H", "H", "H", "H", "H", "H", "H", "H", "H", "H", "H", "H", "H"],
  "xyz": [[-1.544011, -2.148484, -3.359769], [-1.753638, -2.620972, -1.928665], [-1.349827, -1.532761, -0.913607], [-1.686717, -2.032720, 0.456725], [-1.092541, -2.989877, 1.133585], [-1.753262, -3.119621, 2.276349], [-2.721932, -2.310061, 2.341288], [-2.732986, -1.597558, 1.209029], [-3.708628, -0.567692, 0.969043], [-3.061396, 0.795060, 0.939961], [-2.282044, 1.198949, 2.013537], [-1.627985, 2.427913, 2.024537], [-1.792514, 3.232154, 0.923354], [-2.586835, 2.836717, -0.156305], [-3.227041, 1.622443, -0.174947], [-2.579628, 3.815027, -1.108885], [-1.764632, 4.849358, -0.596439], [-1.268139, 4.467141, 0.669102], [0.010741, -1.091262, -1.126718], [0.347636, 0.228864, -0.633859], [0.890797, 0.192397, 0.802765], [2.070123, -0.640454, 0.878558], [3.330343, -0.120343, 0.655546], [4.465558, -0.913783, 0.883549], [5.740409, -0.412956, 0.730147], [5.907712, 0.907291, 0.354752], [7.159622, 1.404720, 0.200316], [4.818531, 1.726992, 0.139519], [3.543607, 1.214657, 0.285220], [1.736765, -1.994099, 0.478141], [1.113093, -2.015027, -0.931762], [-2.165071, -1.280964, -3.571295], [-1.803752, -2.939041, -4.058868], [-0.505363, -1.870649, -3.510223], [-2.806675, -2.866032, -1.767674], [-1.176959, -3.526626, -1.740961], [-1.974948, -0.652451, -1.106555], [-4.229554, -0.770348, 0.028653], [-4.423719, -0.638952, 1.794015], [-2.179317, 0.544246, 2.865983], [-1.021436, 2.737307, 2.858108], [-3.835763, 1.330369, -1.015112], [-2.358641, 5.771583, -0.497410], [-0.923828, 5.030132, -1.283930], [-0.525696, 0.880805, -0.698064], [1.128554, 0.626934, -1.292897], [1.102310, 1.194704, 1.173209], [0.137259, -0.251948, 1.463299], [4.352811, -1.934960, 1.210401], [6.604079, -1.033859, 0.909112], [4.969069, 2.755504, -0.149350], [2.712590, 1.874907, 0.096513], [2.623036, -2.623395, 0.467769], [1.028349, -2.409207, 1.199812], [0.782237, -3.027267, -1.153170], [1.889261, -1.732817, -1.655454]],
  "forces_ev_per_angstrom": [[0.00, -0.19, 0.17], [0.05, 0.32, -0.13], [0.02, -0.23, -0.34], [-0.64, 0.28, 0.54], [0.29, 0.07, -1.00], [0.18, -0.60, 0.74], [-1.08, 0.57, 0.57], [1.08, -0.86, -0.46], [-0.29, 0.37, 0.05], [0.04, 0.06, 0.06], [-0.15, -0.10, -0.09], [0.05, 0.31, -0.18], [-0.38, -0.31, -0.41], [0.30, 0.06, 0.51], [0.04, 0.28, 0.00], [-0.23, -0.44, -0.02], [0.25, 1.12, -0.59], [0.09, -0.26, 0.40], [-0.14, 0.15, 0.05], [0.07, 0.18, 0.24], [-0.08, 0.16, -0.22], [-0.33, -0.10, 0.25], [0.40, 0.24, 0.00], [-0.12, 0.01, -0.07], [0.14, 0.27, -0.13], [-0.13, 0.05, -0.01], [-0.07, -0.04, 0.02], [0.46, -0.10, 0.04], [-0.21, -0.19, 0.03], [-0.12, -0.26, -0.16], [0.19, -0.16, 0.14], [-0.05, 0.13, -0.08], [-0.03, -0.03, -0.12], [0.07, 0.05, -0.10], [0.02, -0.08, 0.08], [-0.06, -0.06, 0.09], [0.04, -0.11, 0.01], [0.01, 0.01, 0.14], [0.05, -0.07, -0.18], [0.04, -0.11, 0.09], [0.10, 0.05, 0.13], [-0.08, -0.08, -0.15], [0.09, -0.26, 0.03], [-0.17, -0.12, 0.18], [-0.02, 0.02, -0.04], [-0.02, 0.12, 0.05], [-0.01, 0.00, 0.04], [0.02, 0.09, -0.01], [-0.03, -0.08, 0.05], [0.10, -0.05, 0.02], [0.04, 0.10, -0.03], [-0.10, 0.02, -0.03], [-0.01, -0.01, 0.03], [0.25, 0.03, -0.13], [0.05, -0.07, -0.08], [0.03, -0.12, 0.03]],
  "nbo_charge": [-0.607, -0.390, -0.080, 0.337, -0.328, -0.061, -0.073, -0.196, -0.239, -0.049, -0.211, -0.249, 0.229, 0.296, -0.285, -0.485, 0.235, -0.473, -0.454, -0.234, -0.227, -0.458, 0.254, -0.271, -0.246, 0.343, -0.333, -0.248, -0.297, -0.242, -0.237, 0.198, 0.212, 0.222, 0.203, 0.213, 0.216, 0.216, 0.250, 0.230, 0.237, 0.228, 0.162, 0.163, 0.205, 0.198, 0.210, 0.199, 0.214, 0.226, 0.224, 0.209, 0.207, 0.231, 0.212, 0.195]
}